The following is a quantum chemistry calculation of C41H85GaNO8 as an isolated structure at a distorted geometry, from OMol25.

Computed properties:
E_HOMO: -3.88 eV
DFT total energy: -114139.1260 eV
net charge: -1
HOMO-LUMO gap: 6.0 eV
F_max: 3.257 eV Å⁻¹
spin multiplicity: 1

```
136
C41H85GaNO8 | OMol25 | ωB97M-V/def2-TZVPD
C 3.7695 2.1774 3.1801
C 3.0871 2.0696 1.7965
C 2.7667 3.4441 1.1789
C 1.4978 3.4326 0.3250
C 1.6857 2.6409 -0.9696
C 0.5630 2.8209 -1.9908
C -0.8076 2.2793 -1.5263
Ga -1.1880 0.4247 -2.3029
C 0.5313 -0.6445 -2.0459
C 0.2933 -2.1420 -2.2610
C 1.3227 -3.1242 -1.6524
C 1.9784 -2.6571 -0.3561
C 2.9268 -3.6954 0.2702
C 4.3134 -3.1116 0.5749
C 5.2446 -3.2489 -0.6249
O 6.3109 -2.3193 -0.6378
C 5.9275 -1.0210 -1.0394
C -2.7088 -0.4938 -1.3192
C -3.3819 0.3187 -0.1861
C -3.8791 -0.5872 0.9609
C -5.3919 -0.6664 1.1955
O -5.8427 -1.9345 0.7465
C -6.3235 -2.8587 1.6902
N -1.6324 0.4704 -4.2156
C -1.1478 1.2722 -5.0489
C -0.3419 0.8245 -6.2666
C -1.3408 2.7907 -5.0155
H 4.7170 1.6362 3.2090
H 3.1352 1.7488 3.9584
H 3.9391 3.2258 3.4245
H 3.7425 1.5106 1.1237
H 2.1598 1.4962 1.8808
H 2.6430 4.1636 1.9934
H 3.6076 3.7608 0.5490
H 1.2068 4.4534 0.0607
H 0.7058 2.9545 0.9079
H 1.8330 1.5827 -0.7322
H 2.6257 2.9875 -1.4247
H 0.4971 3.8964 -2.2123
H 0.8745 2.3316 -2.9221
H -0.7795 2.1295 -0.4407
H -1.6044 3.0032 -1.7183
H 0.8455 -0.4036 -1.0278
H 1.2612 -0.2780 -2.7774
H 0.3027 -2.2973 -3.3459
H -0.7111 -2.4441 -1.9402
H 0.8022 -4.0653 -1.4183
H 2.0943 -3.4028 -2.3817
H 1.1871 -2.3938 0.3537
H 2.5147 -1.7233 -0.5471
H 2.5056 -4.0239 1.2235
H 3.0245 -4.5608 -0.3939
H 4.2024 -2.0442 0.7886
H 4.7547 -3.5740 1.4607
H 4.6541 -3.1548 -1.5481
H 5.7073 -4.2385 -0.6346
H 6.7819 -0.5583 -1.5342
H 5.0913 -1.0510 -1.7466
H 5.6441 -0.3987 -0.1841
H -2.3675 -1.4465 -0.8931
H -3.4791 -0.7412 -2.0590
H -4.2583 0.8126 -0.6202
H -2.7138 1.0763 0.2274
H -3.5812 -1.6120 0.7473
H -3.3952 -0.2982 1.8983
H -5.9361 0.0995 0.6327
H -5.6417 -0.5276 2.2559
H -5.4859 -3.3074 2.2417
H -7.0438 -2.4390 2.4026
H -6.7467 -3.6526 1.0858
H -0.3624 -0.2635 -6.3220
H 0.6860 1.1903 -6.1947
H -0.7642 1.2260 -7.1955
H -1.7918 3.0731 -4.0652
H -2.0186 3.0945 -5.8196
H -0.3919 3.3230 -5.1386
C -4.0609 -6.9138 -0.2470
C -5.2367 -5.9756 -0.3402
O -5.8772 -5.6207 0.6247
C -5.5603 -5.4341 -1.7108
H -3.8985 -7.2020 0.7876
H -4.2335 -7.8000 -0.8607
H -3.1685 -6.4117 -0.6260
H -5.7741 -6.2468 -2.4072
H -4.6958 -4.8847 -2.0857
H -6.4187 -4.7693 -1.6476
C -4.1715 1.4552 5.3386
C -3.1385 0.3520 5.3679
O -2.5745 -0.0102 4.3662
C -2.8522 -0.2728 6.7147
H -4.2852 1.8169 4.3197
H -5.1308 1.0808 5.7009
H -3.8611 2.2783 5.9849
H -3.7636 -0.7095 7.1269
H -2.4930 0.4863 7.4119
H -2.0982 -1.0476 6.6026
C 5.9045 7.1976 2.8457
C 5.9597 5.7360 3.2102
O 5.0402 5.1877 3.7696
C 7.2056 4.9740 2.8187
H 4.9558 7.6136 3.1681
H 6.7270 7.7438 3.3134
H 5.9881 7.3065 1.7631
H 8.0824 5.4174 3.2947
H 7.3465 5.0202 1.7374
H 7.1107 3.9355 3.1264
C 2.1780 7.1103 -0.1443
C 2.4452 8.2556 0.7991
O 3.2948 8.1852 1.6564
C 1.5954 9.4922 0.6246
H 2.8429 6.2809 0.0847
H 1.1442 6.7745 -0.0464
H 2.3320 7.4286 -1.1772
H 0.5412 9.2405 0.7504
H 1.7285 9.8993 -0.3792
H 1.8806 10.2398 1.3608
C -2.6075 -3.7390 1.4879
C -1.7026 -4.8793 1.8722
O -2.1397 -5.9631 2.1911
C -0.2181 -4.5995 1.8373
H -3.6461 -4.0555 1.5439
H -2.4515 -2.8900 2.1553
H -2.3861 -3.4019 0.4723
H 0.0234 -3.7799 2.5166
H 0.0831 -4.3002 0.8312
H 0.3308 -5.4912 2.1316
C -1.7621 -4.4100 -5.2012
C -2.1012 -4.6105 -3.7436
O -2.4496 -5.6895 -3.3153
C -1.9865 -3.3979 -2.8522
H -1.8827 -5.3482 -5.7378
H -2.4175 -3.6533 -5.6355
H -0.7329 -4.0617 -5.3008
H -2.6476 -2.6016 -3.1993
H -0.9659 -3.0105 -2.8661
H -2.2555 -3.6642 -1.8325
```

The following is a quantum chemistry calculation of a 8-piece molecular cluster, C41H87B2FN11O14 overall at a distorted geometry, from OMol25.

Computed properties:
E_HOMO: -10.41 eV
DFT total energy: -93051.8651 eV
net charge: +1
HOMO-LUMO gap: 7.4 eV
F_max: 7.024 eV Å⁻¹
spin multiplicity: 1

```
156
C41H87B2FN11O14 | OMol25 | ωB97M-V/def2-TZVPD
C 2.7827 -2.2323 4.0936
N 2.0539 -1.4159 3.1441
C 0.6566 -1.2245 3.5187
C 0.1231 -0.1268 2.7357
N -0.7005 -0.2325 1.8165
B -1.2632 -1.5806 1.4661
O -0.5420 -2.3589 0.7050
O -2.4422 -2.0190 1.9254
C -0.9933 0.9474 1.2192
B -1.9759 1.2254 0.0222
O -2.8537 0.2829 -0.4214
O -1.9492 2.4306 -0.5704
C -0.8534 2.5509 -1.5048
C -0.2688 1.7875 1.8935
C -0.2493 3.2280 1.6583
O -1.2476 3.8038 1.5097
N 0.9978 3.9442 1.6636
C 1.6580 3.9414 0.4884
O 1.9825 3.0041 -0.1224
F 1.9619 5.1374 0.0740
N 0.4295 1.1322 2.8222
C 1.3505 1.9468 3.6584
C 2.0895 1.3015 4.8098
C 3.5076 0.9390 4.4082
C 4.3749 2.1898 4.3182
C 5.8548 1.8764 4.2994
C 6.4307 1.8817 2.8977
C 7.6373 0.9759 2.8466
C 8.2173 0.8504 1.4597
C 7.3769 -0.1088 0.6204
C 7.7227 -1.5719 0.9078
C 6.5156 -2.3583 1.3573
O 6.4665 -2.3589 2.7797
C 6.0111 -3.5826 3.2975
H 3.8260 -2.0591 3.9273
H 2.5916 -3.2739 3.9163
H 2.5694 -1.9316 5.0961
H 2.0241 -1.8632 2.2358
H 0.1218 -2.1352 3.2641
H 0.5027 -1.1150 4.5651
H -1.0488 -3.1373 0.4758
H -3.0788 -1.4693 1.4820
H -2.3792 -0.2665 -1.0501
H -0.1563 1.7328 -1.4006
H -0.3218 3.4477 -1.2888
H -1.2662 2.5329 -2.4920
H 0.8831 4.8657 2.0481
H 2.0724 2.3781 3.0096
H 0.7732 2.7571 4.0454
H 1.5774 0.4983 5.2953
H 2.2106 2.0622 5.5527
H 3.9677 0.2687 5.1074
H 3.5073 0.5152 3.4297
H 4.0912 2.9098 5.0659
H 4.1513 2.6526 3.3713
H 6.3534 2.6626 4.8304
H 6.0991 0.9674 4.8123
H 5.6866 1.5863 2.1824
H 6.7675 2.8690 2.6542
H 8.4068 1.3385 3.5055
H 7.3173 0.0083 3.1876
H 8.2245 1.8102 0.9735
H 9.2207 0.4778 1.4679
H 6.3657 0.0329 0.9463
H 7.4189 0.1174 -0.4252
H 8.4690 -1.6277 1.6729
H 8.0929 -2.0536 0.0252
H 5.6000 -1.9277 0.9912
H 6.5535 -3.3853 1.0349
H 5.1256 -3.8807 2.7607
H 6.7624 -4.3496 3.2776
H 5.7018 -3.3961 4.3039
C -5.9143 -1.2032 0.1343
O -4.9038 -0.6889 0.5849
N -6.6184 -2.2267 0.6533
C -7.6784 -2.8051 -0.1357
C -6.3058 -2.7475 1.9780
H -6.3439 -0.8474 -0.8138
H -8.6688 -2.7410 0.3153
H -7.4157 -3.8586 -0.2290
H -7.7262 -2.3358 -1.1150
H -6.4176 -1.9579 2.7203
H -5.2738 -3.0966 2.0062
H -6.9729 -3.5693 2.2182
C -2.4751 5.7756 -3.8851
O -1.6219 4.9296 -4.0879
N -3.0513 6.0118 -2.7042
C -4.0655 7.0342 -2.5183
C -2.6295 5.2001 -1.5760
H -2.8453 6.4319 -4.6902
H -3.7238 7.7638 -1.7825
H -4.9898 6.5762 -2.1631
H -4.2629 7.5455 -3.4565
H -1.5581 5.3341 -1.4175
H -2.8194 4.1564 -1.7951
H -3.1690 5.4884 -0.6793
C -2.1506 -4.8553 7.0884
O -1.5018 -4.1598 7.9184
N -1.5776 -5.6093 6.1523
C -2.2700 -6.4336 5.1421
C -0.1884 -5.6136 6.1348
H -3.2524 -4.8824 7.0672
H -1.9640 -7.4721 5.2627
H -1.9958 -6.0928 4.1411
H -3.3490 -6.3698 5.2512
H 0.1911 -5.9713 7.0917
H 0.1670 -4.6024 5.9785
H 0.1581 -6.2629 5.3387
C -4.4011 -5.7943 1.6813
O -4.3028 -6.7220 2.4823
N -4.4185 -5.8640 0.3169
C -4.6344 -4.6293 -0.4408
C -4.2640 -7.1435 -0.3577
H -4.5694 -4.7588 2.0353
H -5.5698 -4.7683 -0.9855
H -3.8246 -4.4144 -1.1410
H -4.7397 -3.8073 0.2607
H -5.0507 -7.8259 -0.0379
H -3.3018 -7.5824 -0.0958
H -4.3193 -7.0024 -1.4326
C -0.7758 -2.1067 -3.6999
O -1.8809 -2.5918 -3.8900
N -0.4028 -0.8780 -4.0398
C 0.9298 -0.3683 -3.7607
C -1.3668 -0.0068 -4.7134
H 0.0204 -2.6620 -3.2027
H 0.8362 0.5088 -3.1166
H 1.4211 -0.0793 -4.6903
H 1.5482 -1.1081 -3.2560
H -2.2434 0.1290 -4.0727
H -1.6882 -0.4702 -5.6568
H -0.9130 0.9585 -4.9205
C 1.1907 8.4312 -5.1731
O 1.8090 9.0188 -6.0341
N 1.6970 7.4698 -4.3865
C 0.9019 6.8046 -3.3735
C 3.0882 7.0873 -4.5615
H 0.1277 8.6472 -4.9611
H 1.3557 6.9673 -2.3913
H 0.8667 5.7359 -3.5858
H -0.1112 7.1953 -3.3641
H 3.7322 7.9513 -4.3981
H 3.2478 6.7307 -5.5788
H 3.3459 6.3025 -3.8561
C -3.1443 -0.9605 -7.8885
O -2.0381 -0.5912 -7.5284
N -3.6114 -0.8555 -9.1310
C -4.9387 -1.3145 -9.4981
C -2.7590 -0.2603 -10.1510
H -3.8619 -1.4235 -7.1903
H -4.8629 -2.0830 -10.2684
H -5.5239 -0.4789 -9.8847
H -5.4470 -1.7312 -8.6327
H -1.8398 -0.8371 -10.2451
H -2.4964 0.7570 -9.8637
H -3.2789 -0.2466 -11.1036
```

The following is a quantum chemistry calculation of C41H99AgF6N5O15 as an isolated structure at a distorted geometry, from OMol25.

Computed properties:
E_HOMO: -10.97 eV
ΔE to the lowest compared entry with this formula, charge and spin: 0.000 eV
DFT total energy: -102555.7647 eV
net charge: +3
HOMO-LUMO gap: 3.4 eV
F_max: 3.541 eV Å⁻¹
spin multiplicity: 1

```
167
C41H99AgF6N5O15 | OMol25 | ωB97M-V/def2-TZVPD
Ag 0.7886 3.5025 -1.8503
C -2.7367 -3.2371 -1.8818
O -2.4161 -4.1449 -2.9098
O -3.8611 -3.6436 -1.2819
C -1.4914 -3.1545 -0.9910
F -0.3285 -2.8659 -1.6636
F -1.5202 -2.2230 0.0138
F -1.2817 -4.3257 -0.3546
C -2.0549 -3.5809 -4.1541
C -1.4431 -4.6375 -5.0711
H -0.4477 -4.8554 -4.6773
H -2.0551 -5.5255 -5.1995
H -1.2365 -4.1925 -6.0480
H -1.2682 -2.8257 -4.0213
H -2.8854 -3.0858 -4.6670
H -2.9103 -2.2236 -2.2931
C -2.7690 2.6881 -1.4700
O -3.3646 1.9216 -2.5081
O -1.6615 3.3060 -1.9079
C -3.8645 3.4822 -0.7046
F -4.8962 2.6484 -0.4149
F -3.4636 3.9376 0.5065
F -4.4268 4.4627 -1.4185
C -3.7051 0.5799 -2.2112
C -4.2385 -0.1978 -3.3848
H -3.4742 -0.2813 -4.1675
H -4.5136 -1.2214 -3.1340
H -5.0866 0.2916 -3.8642
H -4.4862 0.6054 -1.4437
H -2.8572 0.0873 -1.7145
H -2.5107 1.9236 -0.7137
C 2.4453 0.5651 1.6476
C 1.8535 0.7604 0.2395
C 0.4879 0.0756 0.0984
O 1.8770 2.1230 -0.1799
H 2.6617 -0.4852 1.8378
H 1.7489 0.9683 2.3917
H 3.3703 1.1240 1.8060
H 2.5589 0.2910 -0.4600
H -0.1705 0.4110 -0.7045
H -0.0560 0.1425 1.0450
H 0.6154 -0.9858 -0.1226
C -3.1225 0.2262 1.4044
O -4.2969 -0.1950 2.1018
C -4.3039 -1.4812 2.6847
C -5.1273 -1.4851 3.9497
N -6.4925 -0.8266 3.7275
H -6.9529 -0.7608 4.6403
H -6.3852 0.1694 3.5209
C -7.4512 -1.4323 2.7283
C -8.6643 -0.5386 2.4864
O -9.2410 -0.0562 3.6993
C -10.0185 1.0982 3.4042
H -2.8689 -0.4855 0.6181
H -2.3018 0.2996 2.1284
H -3.2648 1.2391 1.0417
H -3.2542 -1.7570 2.8266
H -4.6752 -2.1346 1.8873
H -4.7015 -0.6531 4.5167
H -5.2522 -2.3979 4.5193
H -7.8171 -2.4237 2.9841
H -6.8428 -1.4564 1.8262
H -9.4290 -1.0407 1.8920
H -8.3356 0.2894 1.8489
H -9.3613 1.9071 3.0700
H -10.4651 1.5201 4.3040
H -10.8190 0.8723 2.6995
C -3.6291 3.6408 -5.0270
O -2.3590 4.0830 -5.4611
C -1.7563 3.2736 -6.4300
C -1.2282 1.9082 -5.9537
N -0.5515 2.0366 -4.6012
H 0.3726 2.4490 -4.6946
H -1.1026 2.7051 -4.0242
C -0.4856 0.8065 -3.6864
C 0.5352 -0.1623 -4.2625
O 0.3261 -0.3649 -5.6449
C 1.1476 -1.3960 -6.1873
H -3.6524 2.5944 -4.7195
H -4.3237 3.7687 -5.8680
H -4.0889 4.2248 -4.2337
H -0.9908 3.8465 -6.9494
H -2.5764 3.0629 -7.1287
H -0.3925 1.6951 -6.6135
H -1.9698 1.1179 -5.9431
H -1.4547 0.3188 -3.6408
H -0.1169 1.1085 -2.7040
H 0.3292 -1.1521 -3.8383
H 1.5650 0.1736 -4.0923
H 2.0908 -1.4590 -5.6420
H 1.1856 -1.2379 -7.2621
H 0.6066 -2.3407 -6.0621
C 3.0223 -1.8356 -2.2879
O 3.5342 -0.5761 -2.6939
C 4.8919 -0.3329 -2.3979
C 5.2127 1.0578 -2.8916
N 4.2181 2.0557 -2.2496
H 3.7431 2.4179 -3.0687
H 3.5506 1.5758 -1.6283
C 4.8604 3.1439 -1.4126
C 5.4580 2.5958 -0.1520
O 6.5608 1.7698 -0.4235
C 7.1279 1.0967 0.6866
H 2.3612 -2.2736 -3.0358
H 2.4252 -1.6939 -1.3860
H 3.7905 -2.5981 -2.1397
H 5.5394 -1.0734 -2.8783
H 5.1155 -0.4817 -1.3348
H 4.9893 1.1490 -3.9519
H 6.2244 1.3619 -2.6477
H 4.1680 3.9536 -1.1814
H 5.5934 3.6743 -2.0224
H 4.7129 2.2502 0.5707
H 5.8486 3.4887 0.3605
H 6.9039 1.6314 1.6123
H 8.2025 1.0083 0.5418
H 6.7572 0.0723 0.7909
C 4.4532 3.2835 3.8719
O 3.3426 4.1697 3.8736
C 3.2416 5.1481 2.8604
C 1.7675 5.2301 2.4737
N 1.2915 3.8348 2.1892
H 1.6299 3.4807 1.2817
H 1.7675 3.2516 2.8864
C -0.1926 3.6565 2.2724
C -0.6862 3.2092 3.6213
O -0.1770 4.0575 4.6235
C -0.4161 3.5194 5.9209
H 5.2589 3.7711 4.4223
H 4.7324 3.0468 2.8407
H 4.1992 2.3544 4.3789
H 3.8794 4.8458 2.0186
H 3.6741 6.0894 3.2044
H 1.6032 5.8542 1.5967
H 1.2136 5.6770 3.2958
H -0.3799 2.8490 1.5604
H -0.6638 4.5600 1.8919
H -0.3843 2.1772 3.8713
H -1.7725 3.1040 3.7341
H 0.2617 2.6692 6.0406
H -1.4596 3.2040 6.0079
H -0.2214 4.3019 6.6483
C 5.8987 -7.0094 2.2036
O 5.2229 -5.8780 2.7497
C 5.1556 -5.9101 4.1632
C 4.1236 -4.8639 4.5724
N 2.8330 -5.1259 3.8165
H 3.0890 -5.4021 2.8624
H 2.4943 -6.0112 4.2000
C 1.7056 -4.1178 3.7626
C 2.0699 -2.7626 3.1127
O 2.9107 -2.9518 1.9763
C 2.4059 -3.8201 0.9807
H 5.7247 -6.9452 1.1281
H 5.4029 -7.9108 2.5658
H 6.9848 -6.9718 2.2932
H 6.1063 -5.6324 4.6274
H 4.9686 -6.9163 4.5506
H 4.3809 -3.8381 4.3202
H 3.8697 -4.9162 5.6296
H 1.2384 -4.1160 4.7452
H 0.9407 -4.5478 3.1154
H 2.6489 -2.1499 3.8035
H 1.2364 -2.1729 2.7238
H 2.9099 -4.7845 1.1043
H 2.6141 -3.4523 -0.0215
H 1.3293 -3.9783 1.0111
```